19
Properties=species:S:1:pos:R:3:mulliken_charge:R:1 method="wB97M-V/def2-TZVPD" smiles=N[C@@H](CO)CSS.O lumo_energy_ev=0.512 total_charge=0 e_above_lowest_kcal_mol=21.2 fmax_ev_per_a=2.6 homo_lumo_gap_ev=8.83
N 1.72 -0.89 0.76 -0.622
C 0.27 -0.99 0.85 0.379
C -0.13 -1.98 2.01 -0.981
O 0.70 -3.14 1.96 -0.528
C -0.28 0.38 1.36 -0.866
S -1.09 1.45 0.12 -0.057
S 0.31 2.38 -1.03 -0.198
H 2.15 -1.63 0.22 0.256
H 2.10 -0.98 1.70 0.273
H -0.32 -1.36 0.01 0.373
H 0.16 -1.50 2.94 0.369
H -1.17 -2.30 2.08 0.432
H 0.25 -3.82 1.45 0.316
H 0.56 0.82 1.90 0.367
H -1.05 0.15 2.13 0.328
H 1.04 1.41 -1.55 0.154
O -0.68 -0.53 -4.12 -0.604
H -0.97 -0.60 -5.03 0.305
H -0.89 -1.45 -3.87 0.304